1.
Below is a cluster of 2 separate species, C4H12 in total in a non-equilibrium geometry, with properties calculated with the ωB97M-V functional and the def2-TZVPD basis.

Values from the calculation:
E_HOMO: -11.73 eV
Energy relative to the best compared isomer or geometry (same formula, charge and spin): 4.5 kcal per mole
Orbital gap: 0.474 Ha
E: -4342.33471 eV
Lowest unoccupied orbital energy: 1.17 eV

The geometry in ORCA input format:
```
! wB97M-V def2-TZVPD RIJCOSX def2/J DEFGRID3
* xyz 0 1
C -0.42905 -2.09592 0.82731
C 0.93887 -1.39860 0.90199
H -1.08296 -1.57332 0.13209
H -0.46239 -3.11959 0.44691
H -0.94649 -2.09300 1.78682
H 1.64073 -1.91270 0.25688
H 1.24903 -1.46823 1.94047
H 0.86433 -0.33940 0.69481
C -0.03813 2.28940 -0.36997
C -0.42092 1.24273 -1.40550
H 0.87876 1.96089 0.12800
H 0.13164 3.29460 -0.75115
H -0.77484 2.35764 0.42199
H -0.42946 0.25516 -0.95761
H 0.28721 1.17563 -2.22923
H -1.40632 1.42469 -1.82382
*
```

Charges obtained by natural (NBO) population analysis, quoted in units of e: -0.61 -0.61 0.20 0.21 0.20 0.21 0.20 0.20 -0.61 -0.61 0.20 0.21 0.20 0.20 0.20 0.20


2.
Below is a structure of composition C20H70Ba2F3O18 in a non-equilibrium geometry, with properties calculated with the ωB97M-V functional and the def2-TZVPD basis.

Values from the calculation:
E_HOMO: -12.66 eV
Energy relative to the best compared isomer or geometry (same formula, charge and spin): 336.7 kcal per mole
Orbital gap: 0.076 Ha
E: -68226.10928 eV
Lowest unoccupied orbital energy: -10.58 eV

The geometry in ORCA input format:
```
! wB97M-V def2-TZVPD RIJCOSX def2/J DEFGRID3
* xyz 3 1
Ba 11.88976 -29.88398 35.07575
Ba 14.85139 -31.74884 33.03863
C 15.88289 -30.03466 35.92987
O 16.61747 -31.09454 35.30380
O 14.74462 -29.84924 35.16787
C 15.73950 -30.20495 37.45536
F 15.41141 -29.02500 37.98499
F 14.85100 -31.13197 37.81782
F 16.90505 -30.54503 37.99251
C 17.97424 -31.36320 35.65997
C 18.60247 -32.25982 34.59550
H 19.63877 -32.46878 34.85785
H 18.09337 -33.21661 34.45128
H 18.59751 -31.73839 33.63375
H 18.01478 -31.93464 36.58447
H 18.64720 -30.50827 35.75094
H 16.52568 -29.16292 35.75551
C 16.46693 -25.30589 38.51838
O 15.25394 -24.64122 38.10645
H 17.34521 -24.74227 38.19468
H 16.48719 -25.30118 39.60803
H 16.51379 -26.29789 38.06991
H 14.93108 -24.19859 38.89469
C 13.18080 -26.94728 36.83222
O 12.75478 -28.25424 37.23118
H 14.27101 -26.92160 36.86315
H 12.89148 -26.76017 35.79508
H 12.81542 -26.16362 37.49152
H 12.86160 -28.39759 38.19687
C 14.40707 -32.12351 39.48716
O 14.93187 -33.25383 38.81019
H 14.96756 -31.96845 40.41273
H 14.50656 -31.25527 38.81834
H 13.35316 -32.25654 39.72838
H 15.87181 -33.06382 38.60730
C 14.05660 -27.82376 40.66767
O 12.82194 -28.16753 40.01454
H 14.77501 -27.36084 39.99418
H 13.92593 -27.07956 41.45536
H 14.47652 -28.74335 41.07292
H 12.24012 -28.50332 40.70310
C 16.10003 -25.63549 34.91828
O 15.36588 -24.50213 35.30598
H 15.48215 -26.54866 34.85667
H 16.55946 -25.48492 33.94434
H 16.85501 -25.84954 35.68132
H 15.06349 -24.58351 36.22645
C 11.56176 -31.57334 38.64443
O 10.79937 -31.01534 37.51625
H 12.50694 -32.00343 38.33725
H 11.63204 -30.74841 39.35068
H 10.89745 -32.32098 39.07622
H 9.94506 -30.74808 37.87517
C 16.45222 -28.86305 31.94812
O 17.00963 -30.15193 32.22326
H 15.87594 -28.49063 32.79998
H 17.19105 -28.12304 31.64429
H 15.78289 -28.93906 31.08065
H 17.98225 -30.11434 32.05370
C 20.08358 -29.90097 30.69981
O 19.62286 -30.41267 31.95612
H 20.88965 -30.49942 30.27872
H 19.27253 -30.02989 29.97522
H 20.30352 -28.83562 30.74648
H 20.33025 -30.88536 32.42153
C 14.05640 -31.51462 41.16503
O 14.71991 -31.87056 42.36684
H 13.26242 -30.81795 41.45652
H 14.71108 -31.01896 40.45133
H 13.62312 -32.38155 40.65826
H 14.24236 -32.58785 42.79320
C 20.92056 -33.32723 32.14254
O 21.60302 -32.30203 32.88039
H 20.01371 -33.64569 32.66627
H 20.64953 -32.85658 31.20105
H 21.53509 -34.21305 31.98584
H 21.84416 -32.67054 33.73731
C 19.43461 -29.84560 39.21548
O 19.50899 -30.62600 38.00854
H 20.42520 -29.41700 39.37902
H 18.74997 -29.00361 39.09084
H 19.15011 -30.50338 40.03127
H 20.13789 -30.16675 37.41736
C 15.65473 -34.21493 36.18941
O 15.00729 -33.78473 34.98760
H 15.90995 -33.39124 36.85881
H 15.10883 -34.99152 36.73120
H 16.59575 -34.68703 35.91134
H 14.09707 -33.53228 35.17842
C 17.88247 -30.61892 41.57019
O 16.94328 -30.18942 42.53074
H 18.83814 -30.10096 41.60927
H 18.06819 -31.69571 41.64404
H 17.47471 -30.43143 40.56557
H 16.16338 -30.75786 42.44381
C 18.26567 -33.88425 38.17875
O 17.56795 -32.64622 38.32412
H 17.58892 -34.64177 38.57562
H 18.47903 -34.14335 37.13475
H 19.21515 -33.88327 38.71563
H 18.22778 -31.94108 38.20269
C 21.66837 -29.97676 35.19201
O 21.32730 -29.29768 36.41604
H 22.42786 -30.72466 35.41578
H 20.74731 -30.38408 34.77591
H 22.00682 -29.24087 34.45977
H 22.08765 -28.76747 36.67782
C 19.19524 -27.38857 34.98176
O 19.73286 -26.10295 35.13736
H 19.47950 -27.78245 33.99566
H 19.59970 -28.02703 35.76521
H 18.09642 -27.41122 35.01036
H 19.51924 -25.51434 34.40963
*
```

These are the Löwdin partial charges, in e, on atoms 1 to 99: 1.91 1.96 -0.40 -0.19 -0.50 -0.49 0.19 0.20 0.16 -0.22 -0.05 0.09 0.08 0.05 0.07 0.12 0.16 -0.11 -0.14 0.09 0.09 0.06 0.10 -0.12 -0.31 0.06 0.08 0.11 0.05 -0.30 -0.05 0.05 -0.06 0.07 0.04 -0.09 -0.14 0.06 0.10 0.07 0.09 -0.18 -0.10 0.05 0.09 0.06 0.04 -0.06 -0.28 0.07 0.09 0.12 0.10 -0.14 -0.31 0.06 0.11 0.08 0.03 -0.09 -0.18 0.10 0.09 0.09 0.04 -0.33 -0.02 0.10 0.09 0.07 0.13 -0.11 -0.14 0.07 0.08 0.10 0.09 -0.10 -0.17 0.10 0.09 0.02 0.04 -0.10 -0.27 0.05 0.11 0.09 0.04 -0.18 -0.09 0.08 0.10 0.05 0.03 -0.08 -0.21 0.10 0.07


Question: What is the formula in the second record?
Answer: C20H70Ba2F3O18